Entry from the Open Molecules 2025 dataset: a gas-phase ion, C21H35N4O4 (charge +1) (ωB97M-V with the def2-TZVPD basis set).

Each line ends with the natural charge from an NBO analysis.
Atoms and positions in Å:
C 1.82 -0.28 5.67  -0.639
C 2.51 -1.13 4.62  -0.066
H 3.33 -1.69 5.08  0.201
H 2.92 -0.51 3.82  0.169
O 1.67 -2.14 4.09  -0.504
C 0.70 -1.83 3.21  0.388
C -0.16 -2.87 2.85  -0.269
C -1.18 -2.67 1.94  -0.260
C -1.37 -1.43 1.36  0.227
C -0.51 -0.38 1.71  0.176
C 0.51 -0.57 2.63  -0.362
H 1.14 0.26 2.87  0.257
N -0.75 0.86 1.08  -0.598
C -0.04 1.99 1.16  0.655
O 0.95 2.19 1.83  -0.604
C -0.55 3.09 0.19  -0.298
N 0.17 2.91 -1.08  -0.411
C -0.43 3.60 -2.24  -0.237
H -1.43 3.18 -2.41  0.221
H -0.53 4.66 -2.03  0.222
C 0.49 3.36 -3.47  -0.228
N 1.42 2.28 -3.28  -0.448
C 1.13 0.95 -3.73  -0.299
H 2.08 0.46 -3.99  0.225
C 0.37 0.03 -2.77  0.686
O -0.19 0.45 -1.75  -0.691
N 0.33 -1.25 -3.10  -0.563
H 0.82 -1.58 -3.92  0.407
C -0.34 -2.27 -2.29  -0.067
C 0.69 -2.97 -1.39  -0.613
H 1.44 -3.47 -1.99  0.209
H 0.19 -3.71 -0.77  0.227
H 1.17 -2.25 -0.74  0.222
C -1.05 -3.25 -3.21  -0.615
H -1.59 -3.98 -2.62  0.228
H -1.76 -2.73 -3.85  0.218
H -0.34 -3.78 -3.83  0.209
H -1.05 -1.73 -1.66  0.234
H 0.54 1.02 -4.65  0.238
C 2.31 2.47 -2.16  -0.227
H 2.65 1.49 -1.81  0.215
H 3.19 3.04 -2.47  0.215
C 1.61 3.22 -1.01  -0.258
H 1.74 4.30 -1.11  0.214
H 2.00 2.91 -0.04  0.271
H -0.11 3.18 -4.36  0.229
H 1.08 4.27 -3.65  0.208
H 0.08 1.85 -1.35  0.491
H -0.31 4.07 0.61  0.242
H -1.62 3.01 0.02  0.226
H -1.54 0.79 0.45  0.430
O -2.34 -1.12 0.43  -0.538
C -3.36 -2.08 0.18  -0.060
C -4.35 -1.45 -0.79  -0.620
H -3.84 -1.18 -1.72  0.206
H -4.79 -0.57 -0.36  0.216
H -5.13 -2.17 -1.02  0.227
H -3.86 -2.34 1.12  0.188
H -2.92 -2.99 -0.26  0.168
H -1.83 -3.50 1.70  0.227
H -0.01 -3.83 3.31  0.233
H 2.53 0.42 6.10  0.222
H 0.99 0.28 5.24  0.209
H 1.42 -0.91 6.46  0.220

The net charge is +1. The SMILES is CCOc1ccc(OCC)c(NC(=O)C[NH+]2CCN(CC(=O)NC(C)C)CC2)c1. The energy above the lowest of the compared OMol25 structures with the same formula, charge and spin comes out at 0.9 kJ/mol.

Entry from the Open Molecules 2025 dataset: a molecular structure, C21H35NaO6Se4Te (ωB97M-V with the def2-TZVPD basis set).

Each line ends with the natural charge from an NBO analysis.
Atoms and positions in Å:
Na 2.25 0.04 -0.04  0.831
C 4.72 -1.43 1.05  -0.081
C 4.35 -2.05 -0.27  -0.126
O 3.10 -2.74 -0.11  -0.564
C 2.48 -3.08 -1.34  -0.081
C 1.31 -2.18 -1.69  -0.095
O 1.78 -0.87 -1.97  -0.591
C 0.93 -0.17 -2.89  -0.093
C 1.46 1.24 -3.08  -0.109
O 1.00 2.08 -2.04  -0.549
C 2.00 2.75 -1.28  -0.092
C 1.48 2.98 0.12  -0.114
O 1.29 1.71 0.74  -0.602
C 0.80 1.75 2.06  -0.090
C 0.29 0.36 2.40  -0.100
O 1.22 -0.70 2.14  -0.558
C 2.29 -0.86 3.06  -0.089
C 3.55 -0.09 2.67  -0.112
O 3.85 -0.33 1.31  -0.582
H 5.75 -1.06 1.00  0.212
H 4.63 -2.17 1.85  0.160
H 5.14 -2.75 -0.57  0.171
H 4.28 -1.28 -1.05  0.241
H 2.10 -4.10 -1.25  0.171
H 3.21 -3.05 -2.15  0.190
H 0.58 -2.16 -0.87  0.204
H 0.82 -2.59 -2.58  0.174
H -0.09 -0.12 -2.49  0.225
H 0.93 -0.70 -3.84  0.159
H 1.08 1.62 -4.04  0.165
H 2.55 1.21 -3.13  0.236
H 2.26 3.71 -1.72  0.179
H 2.93 2.15 -1.24  0.197
H 0.51 3.49 0.07  0.167
H 2.21 3.57 0.69  0.241
H -0.05 2.43 2.13  0.180
H 1.59 2.11 2.73  0.184
H -0.56 0.14 1.76  0.248
H -0.03 0.33 3.45  0.154
H 2.51 -1.93 3.07  0.179
H 1.98 -0.56 4.07  0.162
H 4.38 -0.40 3.31  0.171
H 3.43 0.98 2.77  0.241
Se 5.28 0.37 -2.98  -0.752
Se 6.37 0.96 -0.99  -0.313
Te 5.58 3.30 -0.37  0.100
Se 4.33 3.14 1.80  -0.882
C -8.33 -0.44 0.40  -0.613
C -6.84 -0.34 0.18  -0.077
C -6.13 -1.35 -0.45  -0.229
C -4.75 -1.27 -0.65  -0.051
C -4.05 -2.41 -1.34  -0.631
C -4.03 -0.14 -0.22  -0.192
Se -2.15 0.01 -0.50  -0.539
C -4.75 0.89 0.43  0.058
C -4.05 2.11 0.93  -0.652
C -6.13 0.77 0.62  -0.266
H -8.74 -1.33 -0.08  0.199
H -8.85 0.43 -0.02  0.198
H -8.59 -0.49 1.46  0.197
H -6.66 -2.23 -0.80  0.178
H -4.76 -3.21 -1.58  0.179
H -3.25 -2.80 -0.71  0.229
H -3.57 -2.07 -2.26  0.225
H -3.51 2.61 0.12  0.233
H -3.29 1.85 1.67  0.222
H -4.76 2.81 1.38  0.180
H -6.66 1.57 1.13  0.180

The net charge is -2.

Entry from the Open Molecules 2025 dataset: 7 unconnected molecules or ions with the total composition C21H36F2O21 (ωB97M-V with the def2-TZVPD basis set).

Each line ends with the Mulliken charge.
Atoms and positions in Å:
C -11.01 7.05 -7.03  -0.147
C -11.11 7.85 -5.71  0.318
O -11.03 6.83 -4.75  -0.273
C -10.72 5.65 -5.30  0.626
O -10.57 4.61 -4.74  -0.514
O -10.51 5.79 -6.62  -0.335
F -12.34 8.45 -5.70  -0.209
H -10.39 7.45 -7.83  0.312
H -12.02 6.97 -7.44  0.035
H -10.38 8.65 -5.70  0.182
C -12.36 1.94 -3.04  -0.313
C -12.83 1.78 -4.48  0.157
O -11.62 1.49 -5.20  -0.319
C -10.73 1.01 -4.38  0.688
O -9.65 0.63 -4.69  -0.532
O -11.16 1.15 -3.09  -0.365
F -13.44 2.80 -5.10  -0.243
H -13.09 1.44 -2.40  0.319
H -12.10 2.95 -2.75  0.276
H -13.46 0.88 -4.49  0.279
C -17.19 6.95 -8.84  -0.123
O -18.59 7.07 -8.92  -0.375
C -19.45 6.34 -8.26  0.721
O -20.61 6.17 -8.50  -0.577
O -18.84 5.75 -7.19  -0.064
C -19.62 4.96 -6.32  -0.627
H -16.70 7.68 -9.47  0.337
H -16.87 5.97 -9.23  0.177
H -16.77 6.89 -7.84  -0.091
H -20.33 5.61 -5.81  0.364
H -19.03 4.42 -5.59  0.212
H -20.20 4.18 -6.82  0.149
C -18.00 1.95 -8.59  -0.548
O -16.75 2.46 -8.98  -0.389
C -16.12 3.27 -8.14  0.843
O -16.56 3.64 -7.09  -0.516
O -14.99 3.65 -8.73  -0.406
C -14.03 4.26 -7.88  -0.368
H -18.13 0.97 -9.07  0.275
H -18.88 2.53 -8.89  0.202
H -17.98 1.71 -7.53  0.305
H -14.14 3.88 -6.87  0.235
H -13.97 5.36 -7.94  0.110
H -13.04 4.07 -8.31  0.291
C -16.13 6.68 -5.40  -0.726
O -15.60 7.98 -5.65  -0.254
C -15.68 8.89 -4.68  0.729
O -16.22 8.72 -3.64  -0.548
O -14.99 9.96 -5.06  -0.300
C -14.78 10.92 -4.05  -0.737
H -15.53 6.00 -5.99  0.022
H -17.20 6.68 -5.57  0.318
H -15.91 6.43 -4.36  0.547
H -14.27 10.43 -3.21  0.303
H -15.69 11.43 -3.74  0.314
H -14.03 11.69 -4.26  0.268
C -22.18 3.18 -9.42  -0.588
O -22.81 2.01 -8.95  -0.309
C -23.46 1.24 -9.77  0.956
O -23.48 1.43 -10.96  -0.636
O -24.13 0.31 -9.07  -0.339
C -24.84 -0.64 -9.86  -0.542
H -21.11 3.06 -9.63  0.154
H -22.10 3.82 -8.54  0.245
H -22.66 3.71 -10.23  0.332
H -25.10 -0.32 -10.87  0.339
H -25.75 -0.91 -9.33  0.291
H -24.15 -1.48 -9.99  0.079
C -21.39 -1.28 -11.98  -0.573
O -21.43 -1.95 -10.75  -0.364
C -20.90 -1.54 -9.65  0.909
O -20.18 -0.56 -9.58  -0.573
O -21.18 -2.29 -8.59  -0.316
C -21.71 -3.59 -8.74  -0.593
H -20.38 -0.97 -12.22  0.304
H -22.10 -0.45 -12.00  0.197
H -21.75 -1.92 -12.79  0.249
H -21.04 -4.20 -9.34  0.294
H -22.69 -3.54 -9.23  0.218
H -21.82 -4.02 -7.75  0.251

The net charge is 0. The SMILES is O=C1OC[C@@H](F)O1.O=C1OC[C@@H](F)O1.COC(=O)OC.COC(=O)OC.COC(=O)OC.COC(=O)OC.COC(=O)OC. The energy above the lowest of the compared OMol25 structures with the same formula, charge and spin comes out at 0.0 kJ/mol.

Number 1: Kohn-Sham gap 0.2938 hartree. Number 2: Kohn-Sham gap 0.1614 hartree. Number 3: Kohn-Sham gap 0.4118 hartree.